1.
A 5-piece molecular cluster, C2H16NO5 overall at a distorted geometry. Source: OMol25; level of theory: ωB97M-V/def2-TZVPD.

orbital gap (alpha / beta)	2.40 / 10.68	eV
expectation value of S²	0.751
E_LUMO (alpha / beta)	0.1 / 0.0	eV
spin multiplicity	2
energy above the lowest of the compared OMol25 structures with the same formula, charge and spin	3.646	eV
maximum force	7.672	eV/A

Last column: Mulliken spin population.
CARTESIAN COORDINATES (ANGSTROEM)
1 C 1.04 0.47 0.80  0.49
2 O 0.68 1.79 0.39  -0.24
3 C 0.99 -0.63 -0.32  0.47
4 N -0.67 -0.86 -0.50  0.76
5 H 0.32 0.24 1.69  -0.15
6 H 2.15 0.48 1.14  0.02
7 H 1.28 2.18 -0.21  0.08
8 H 1.39 -0.62 -1.40  -0.06
9 H 1.33 -1.74 -0.03  -0.21
10 H -1.06 0.11 -0.77  -0.32
11 H -1.15 -1.13 0.39  -0.04
12 H -0.76 -1.70 -1.14  -0.21
13 H -1.24 -2.59 2.63  -0.06
14 H 0.15 -2.73 3.20  -0.05
15 O -0.42 -2.18 2.66  0.26
16 H -2.23 2.29 0.07  -0.04
17 H -0.92 2.30 -0.41  0.08
18 O -1.75 1.77 -0.59  -0.06
19 H 3.24 3.03 -0.82  0.00
20 H 2.23 3.94 -1.33  0.00
21 O 2.35 3.22 -0.84  0.00
22 H -1.78 -4.14 -1.72  -0.11
23 H -2.76 -3.28 -1.33  -0.17
24 O -1.83 -3.30 -1.53  0.57

2.
A 6-piece molecular cluster, C2H17N2O5 overall at a distorted geometry. Source: OMol25; level of theory: ωB97M-V/def2-TZVPD.

orbital gap	8.73	eV
E_LUMO	-2.9	eV
energy above the lowest of the compared OMol25 structures with the same formula, charge and spin	3.819	eV
maximum force	6.743	eV/A
net charge	+1

Last column: Mulliken charge in e.
CARTESIAN COORDINATES (ANGSTROEM)
1 C -0.43 -0.39 0.66  -0.80
2 C -0.38 -1.67 0.29  -0.01
3 N -1.50 -2.19 -0.28  -0.39
4 N 0.55 0.26 1.43  -0.12
5 H -1.24 0.13 0.25  0.41
6 H 0.46 -2.39 0.35  0.36
7 H -1.45 -3.12 -0.56  0.22
8 H -2.44 -1.84 -0.33  0.15
9 H 1.21 -0.48 1.82  0.35
10 H 0.21 0.72 2.40  0.43
11 H 1.11 0.98 0.80  0.43
12 H 3.44 -1.72 1.44  0.34
13 H 2.52 -2.08 2.53  0.31
14 O 2.44 -1.84 1.65  -0.68
15 H 1.46 2.82 -0.86  0.44
16 H 2.69 3.08 0.33  0.32
17 O 2.11 2.46 -0.19  -0.74
18 H 0.46 2.86 -2.98  0.35
19 H -0.42 2.43 -1.65  0.34
20 O 0.18 3.06 -1.99  -0.72
21 H -3.65 -0.24 1.57  0.29
22 H -2.99 0.08 2.99  0.30
23 O -2.83 -0.19 1.94  -0.57
24 H -0.01 0.19 -4.22  0.28
25 H -0.71 -0.91 -3.52  0.31
26 O -0.79 0.00 -3.86  -0.60

3.
C2H17O9Sr as an isolated structure. Source: OMol25; level of theory: ωB97M-V/def2-TZVPD.

orbital gap	8.33	eV
E_LUMO	-3.2	eV
energy above the lowest of the compared OMol25 structures with the same formula, charge and spin	0.000	eV
maximum force	0.984	eV/A
net charge	+1

Last column: Mulliken charge in e.
CARTESIAN COORDINATES (ANGSTROEM)
1 Sr -6.51 -11.97 7.79  1.48
2 C -6.63 -8.49 10.49  -1.04
3 C -6.81 -9.47 9.37  0.87
4 O -7.60 -10.44 9.57  -0.80
5 O -6.13 -9.33 8.31  -0.68
6 H -7.55 -8.42 11.07  0.32
7 H -6.34 -7.51 10.10  0.31
8 H -5.84 -8.85 11.15  0.21
9 O -6.89 -13.32 5.37  -0.47
10 H -7.39 -12.90 4.65  0.25
11 H -6.91 -14.26 5.17  0.26
12 O -4.40 -11.58 9.49  -0.41
13 H -3.52 -11.42 9.14  0.26
14 H -4.27 -11.87 10.40  0.25
15 O -8.90 -12.78 7.79  -0.47
16 H -9.56 -12.87 7.09  0.25
17 H -9.36 -13.00 8.61  0.25
18 O -4.65 -10.94 6.30  -0.45
19 H -4.19 -11.16 5.49  0.23
20 H -4.56 -9.99 6.45  0.27
21 O -6.57 -13.87 9.64  -0.47
22 H -7.16 -13.97 10.40  0.25
23 H -5.99 -14.63 9.68  0.24
24 O -4.68 -13.93 7.17  -0.51
25 H -4.63 -14.55 6.43  0.26
26 H -4.38 -14.43 7.93  0.28
27 O -7.65 -10.59 5.74  -0.50
28 H -7.07 -10.29 5.04  0.29
29 H -8.05 -9.78 6.08  0.27

4.
A 7-piece molecular cluster, C2H18N2O6 overall at a distorted geometry. Source: OMol25; level of theory: ωB97M-V/def2-TZVPD.

orbital gap	9.64	eV
SMILES string	C/N=C\N.O.O.O.O.O.O
E_LUMO	0.0	eV
energy above the lowest of the compared OMol25 structures with the same formula, charge and spin	1.174	eV
maximum force	3.147	eV/A

Last column: Mulliken charge in e.
CARTESIAN COORDINATES (ANGSTROEM)
1 C 0.20 2.76 0.17  -0.84
2 N -1.59 0.58 -0.59  -0.39
3 C -0.29 0.51 -0.03  0.09
4 N 0.53 1.38 0.34  -0.22
5 H 1.06 3.45 0.02  0.29
6 H -0.07 3.11 1.22  0.31
7 H -0.51 3.09 -0.65  0.25
8 H -1.94 1.49 -0.83  0.27
9 H -1.64 -0.10 -1.39  0.26
10 H 0.05 -0.57 -0.01  0.07
11 H -0.86 -3.17 -0.59  0.33
12 H -1.76 -1.91 -0.42  0.24
13 O -1.63 -2.70 -0.94  -0.62
14 H 2.00 -1.89 0.77  0.30
15 H 1.00 -1.85 1.83  0.30
16 O 1.26 -2.44 1.08  -0.62
17 H -2.23 -1.01 1.02  0.37
18 H -2.60 -1.04 2.53  0.28
19 O -2.90 -1.35 1.65  -0.68
20 H -0.44 1.30 -3.50  0.28
21 H 0.51 1.20 -2.37  0.33
22 O -0.37 1.54 -2.58  -0.58
23 H 2.15 0.22 2.61  0.32
24 H 0.94 -0.34 3.58  0.31
25 O 1.86 -0.21 3.41  -0.65
26 H 2.77 -0.49 -1.44  0.30
27 H 2.02 -1.19 -2.56  0.33
28 O 2.45 -0.35 -2.33  -0.63

5.
A 9-piece molecular cluster, C2H19NO10 overall at a distorted geometry. Source: OMol25; level of theory: ωB97M-V/def2-TZVPD.

orbital gap	10.76	eV
SMILES string	O=CNC=O.O.O.O.O.O.O.O.O
E_LUMO	-0.1	eV
energy above the lowest of the compared OMol25 structures with the same formula, charge and spin	1.705	eV
maximum force	2.939	eV/A

Last column: Mulliken charge in e.
CARTESIAN COORDINATES (ANGSTROEM)
1 O 0.47 -3.09 0.59  -0.44
2 C 0.91 -2.24 1.30  -0.06
3 N 0.65 -0.88 1.05  0.22
4 C -0.27 -0.24 0.29  -0.11
5 O -0.60 -0.63 -0.84  -0.75
6 H 1.23 -2.49 2.32  0.32
7 H 0.97 -0.20 1.76  0.25
8 H -0.78 0.66 0.62  0.49
9 H 1.35 3.83 -0.51  0.33
10 H -0.07 3.13 -0.29  0.32
11 O 0.75 3.42 0.12  -0.70
12 H -1.25 -2.26 -1.25  0.44
13 H -2.14 -1.51 -2.01  0.35
14 O -2.22 -2.24 -1.35  -0.73
15 H -2.72 0.38 0.63  0.34
16 H -2.91 1.47 1.64  0.32
17 O -2.83 1.36 0.67  -0.67
18 H 3.39 -0.01 1.07  0.30
19 H 3.14 -0.01 2.52  0.32
20 O 3.40 -0.62 1.82  -0.63
21 H -2.87 -2.25 0.26  0.39
22 H -2.66 -2.30 1.88  0.28
23 O -3.02 -1.78 1.16  -0.67
24 H -0.74 0.52 -2.18  0.44
25 H -0.31 0.18 -3.63  0.30
26 O -0.68 0.88 -3.08  -0.69
27 H 2.74 1.98 1.46  0.28
28 H 1.28 2.15 1.26  0.39
29 O 1.91 1.74 1.88  -0.65
30 H 0.78 2.37 -2.94  0.37
31 H 2.12 1.85 -2.97  0.29
32 O 1.69 2.71 -3.04  -0.65

6.
C2H2 in the gas phase at a distorted geometry. Source: OMol25; level of theory: ωB97M-V/def2-TZVPD.

orbital gap	12.05	eV
SMILES string	C#C
E_LUMO	1.4	eV
energy above the lowest of the compared OMol25 structures with the same formula, charge and spin	0.072	eV
maximum force	1.978	eV/A

Last column: Mulliken charge in e.
CARTESIAN COORDINATES (ANGSTROEM)
1 C -0.01 0.54 0.31  -0.30
2 C 0.01 -0.47 -0.36  -0.35
3 H -0.07 1.33 1.05  0.33
4 H 0.07 -1.39 -1.00  0.33

7.
A 11-piece molecular cluster, C2H25NO10 overall at a distorted geometry. Source: OMol25; level of theory: ωB97M-V/def2-TZVPD.

orbital gap	9.68	eV
SMILES string	C=NC.O.O.O.O.O.O.O.O.O.O
E_LUMO	0.0	eV
energy above the lowest of the compared OMol25 structures with the same formula, charge and spin	4.239	eV
maximum force	6.260	eV/A

Last column: Mulliken charge in e.
CARTESIAN COORDINATES (ANGSTROEM)
1 C -0.30 -3.36 1.29  -0.68
2 C -0.31 -1.69 3.03  -0.37
3 N -0.99 -2.57 2.33  -0.41
4 H -1.09 -3.58 0.54  0.27
5 H 0.01 -4.36 1.65  0.33
6 H 0.61 -2.82 0.84  0.25
7 H -1.03 -1.07 3.70  0.27
8 H 0.77 -1.55 2.94  0.36
9 H 0.28 1.45 -3.68  0.29
10 H -0.03 1.36 -2.23  0.33
11 O -0.07 1.91 -3.03  -0.60
12 H -0.14 -0.29 -0.73  0.28
13 H -1.48 -0.53 -0.41  0.23
14 O -1.02 -0.18 -1.11  -0.57
15 H -1.29 3.77 0.84  0.34
16 H -2.17 3.87 2.12  0.32
17 O -2.04 3.25 1.40  -0.67
18 H -2.09 -0.27 -3.01  0.36
19 H -3.68 -0.21 -3.43  0.30
20 O -2.79 -0.56 -3.63  -0.65
21 H 1.52 3.36 -1.93  0.33
22 H 2.59 3.67 -1.01  0.32
23 O 1.69 3.26 -0.99  -0.68
24 H 3.37 -0.88 -1.66  0.34
25 H 4.18 -1.98 -0.90  0.32
26 O 4.02 -1.59 -1.77  -0.70
27 H 2.86 -3.40 -1.23  0.32
28 H 1.33 -3.54 -1.32  0.30
29 O 2.10 -3.63 -0.72  -0.62
30 H 0.07 1.40 2.51  0.35
31 H -1.04 0.78 1.68  0.24
32 O -0.34 1.39 1.53  -0.61
33 H 2.14 1.67 -0.59  0.43
34 H 1.73 0.87 0.60  0.20
35 O 2.21 0.81 -0.15  -0.57
36 H -2.35 2.08 2.59  0.37
37 H -3.53 1.39 2.91  0.29
38 O -2.63 1.22 3.08  -0.60

8.
A 10-piece molecular cluster, C2H26NO10 overall at a distorted geometry. Source: OMol25; level of theory: ωB97M-V/def2-TZVPD.

orbital gap	10.86	eV
E_LUMO	-2.6	eV
energy above the lowest of the compared OMol25 structures with the same formula, charge and spin	2.093	eV
maximum force	3.298	eV/A
net charge	+1

Last column: Mulliken charge in e.
CARTESIAN COORDINATES (ANGSTROEM)
1 C 1.28 -1.22 1.91  -0.32
2 O 1.00 -0.89 0.56  -0.13
3 C 2.39 -0.18 2.34  -0.52
4 N 2.43 0.84 1.15  -0.23
5 H 1.65 -2.25 1.86  0.40
6 H 0.45 -1.17 2.61  0.26
7 H 0.06 -0.68 0.45  0.07
8 H 2.02 0.50 3.13  0.36
9 H 3.39 -0.61 2.42  0.36
10 H 1.60 1.46 1.23  0.23
11 H 2.62 0.34 0.29  0.25
12 H 3.22 1.44 1.35  0.36
13 H -1.13 -1.24 -1.29  0.37
14 H -2.07 -2.49 -1.14  0.31
15 O -1.70 -1.74 -0.67  -0.74
16 H -4.05 0.90 2.21  0.27
17 H -3.32 0.04 3.40  0.26
18 O -3.24 0.57 2.60  -0.57
19 H -1.29 -0.02 -3.20  0.26
20 H 0.15 -0.29 -2.64  0.36
21 O -0.73 0.10 -2.43  -0.62
22 H -4.40 -0.09 -1.45  0.26
23 H -2.88 -0.56 -1.01  0.44
24 O -3.56 0.16 -1.03  -0.61
25 H 2.16 -0.50 -3.91  0.34
26 H 2.17 -1.32 -2.66  0.37
27 O 1.53 -0.91 -3.30  -0.67
28 H -2.69 2.11 -0.50  0.25
29 H -1.46 1.69 -1.38  0.29
30 O -1.74 2.18 -0.58  -0.65
31 H 3.05 -3.13 -1.40  0.30
32 H 1.98 -2.29 -0.65  0.33
33 O 2.63 -2.26 -1.36  -0.68
34 H 0.41 2.32 -1.06  0.36
35 H 0.44 3.11 0.24  0.31
36 O 1.02 2.75 -0.45  -0.64
37 H -1.11 1.78 1.08  0.21
38 H -1.55 0.58 1.83  0.32
39 O -0.72 0.97 1.49  -0.52

9.
A 11-piece molecular cluster, C2H26NO11 overall at a distorted geometry. Source: OMol25; level of theory: ωB97M-V/def2-TZVPD.

orbital gap	9.33	eV
E_LUMO	2.9	eV
energy above the lowest of the compared OMol25 structures with the same formula, charge and spin	1.741	eV
maximum force	4.956	eV/A
net charge	-1

Last column: Mulliken charge in e.
CARTESIAN COORDINATES (ANGSTROEM)
1 C -0.36 -0.22 -0.05  0.27
2 O -1.25 0.47 0.92  -0.82
3 C -1.15 -0.97 -1.17  -0.80
4 N -1.46 -0.09 -2.34  -0.59
5 H 0.21 0.62 -0.57  0.15
6 H 0.37 -0.90 0.52  0.20
7 H -0.54 -1.83 -1.57  0.40
8 H -2.08 -1.39 -0.83  0.14
9 H -2.09 -0.68 -2.93  0.21
10 H -1.91 0.64 -1.86  0.25
11 H -0.48 0.46 2.31  0.20
12 H -0.14 1.70 3.10  0.31
13 O 0.07 0.81 3.10  -0.81
14 H -3.34 -1.42 1.95  0.37
15 H -3.49 -1.78 0.47  0.33
16 O -3.70 -2.13 1.39  -0.68
17 H 3.76 -2.39 -0.50  0.42
18 H 2.71 -2.23 -1.50  0.38
19 O 3.11 -2.96 -1.02  -0.70
20 H -2.65 0.84 0.09  0.34
21 H -3.94 1.59 0.05  0.31
22 O -3.53 0.83 -0.34  -0.70
23 H 1.34 1.30 -3.75  0.28
24 H 0.16 0.55 -3.01  0.50
25 O 0.69 1.46 -3.10  -0.73
26 H 2.22 -0.46 -1.48  0.16
27 H 2.30 0.91 -2.16  0.42
28 O 2.77 0.07 -2.06  -0.72
29 H -2.03 -0.12 3.61  0.31
30 H -1.36 -0.49 2.31  0.38
31 O -1.84 -0.88 3.11  -0.78
32 H 3.81 -0.38 -0.68  0.41
33 H 3.61 -0.50 0.81  0.49
34 O 4.15 -0.80 0.05  -0.78
35 H -0.80 2.04 0.89  0.44
36 H -0.59 3.11 -0.18  0.27
37 O -0.49 2.96 0.69  -0.77
38 H 3.33 1.24 1.99  0.29
39 H 1.81 0.60 1.82  0.41
40 O 2.77 0.43 1.92  -0.74